Entry 1:
This record from the Open Molecules 2025 dataset describes 5 unconnected molecules or ions with the total composition C16H39N5O6PS. The level of theory is the ωB97M-V functional and the def2-TZVPD basis.

```
! wB97M-V def2-TZVPD RIJCOSX def2/J DEFGRID3
* xyz -1 1
C -0.9463 0.4364 -4.9151
C -2.0742 0.6862 -3.9197
C -1.7074 0.5333 -2.4386
N -1.5573 -0.8046 -1.8928
C -0.3728 -1.5863 -2.3461
P 1.1334 -1.0526 -1.7769
O 1.1169 -0.3110 -0.3177
O 1.5901 0.2944 -2.6038
S 2.5810 -2.3882 -1.9105
H -0.1695 1.1991 -4.8221
H -1.3316 0.4968 -5.9401
H -0.4991 -0.5488 -4.7839
H -2.4243 1.7180 -4.0462
H -2.9347 0.0415 -4.1359
H -2.5148 1.0117 -1.8674
H -0.8051 1.1132 -2.2283
H -2.3951 -1.3288 -2.1007
H -0.4477 -2.6087 -1.9624
H 1.4343 0.5914 -0.3858
H 1.8912 -0.0248 -3.4569
C 0.0119 -4.3510 3.1685
O -0.2627 -5.5332 3.3441
N 0.7768 -3.8768 2.1831
C 1.0791 -2.4597 2.0378
C 1.3318 -4.8025 1.2083
H -0.3546 -3.5597 3.8455
H 0.7405 -2.0998 1.0731
H 2.1561 -2.2983 2.1075
H 0.5832 -1.8969 2.8272
H 0.5317 -5.3381 0.6974
H 1.9678 -5.5387 1.7037
H 1.9077 -4.2413 0.4749
C 1.8096 -2.5496 7.2024
O 0.8527 -2.0439 6.6506
N 2.0528 -3.8729 7.2525
C 3.2062 -4.4163 7.9325
C 1.1195 -4.7761 6.5926
H 2.5767 -1.9506 7.7258
H 3.8399 -4.9712 7.2373
H 2.9007 -5.0902 8.7366
H 3.7914 -3.6054 8.3628
H 1.0603 -4.5494 5.5317
H 0.1223 -4.6585 7.0167
H 1.4536 -5.8017 6.7243
C 3.3594 3.7182 -0.6081
O 3.7915 4.4045 0.3019
N 3.4390 4.0483 -1.9082
C 2.9049 3.2010 -2.9601
C 4.0849 5.2990 -2.2546
H 2.8599 2.7500 -0.4393
H 3.7038 2.8977 -3.6409
H 2.1439 3.7411 -3.5282
H 2.4500 2.3034 -2.5406
H 5.1185 5.3083 -1.9054
H 3.5696 6.1405 -1.7891
H 4.0670 5.4173 -3.3355
C -4.7215 4.2158 -3.6690
O -3.6507 3.6838 -3.8746
N -5.4608 4.0049 -2.5611
C -6.7341 4.6523 -2.3445
C -4.9396 3.0853 -1.5603
H -5.1894 4.9212 -4.3793
H -6.7112 5.2618 -1.4382
H -7.5335 3.9142 -2.2455
H -6.9619 5.2982 -3.1907
H -3.9750 3.4304 -1.1886
H -4.7917 2.0949 -1.9909
H -5.6450 3.0214 -0.7351
*
```

The gap between HOMO and LUMO is 0.17620 hartree. The calculation puts the HOMO energy at -2.612 eV.

---

Entry 2:
This record from the Open Molecules 2025 dataset describes a molecular structure, C16H40ClCoO2P2Si2 at a distorted geometry. The level of theory is the ωB97M-V functional and the def2-TZVPD basis.

```
! wB97M-V def2-TZVPD RIJCOSX def2/J DEFGRID3
* xyz 2 5
C -1.2097 0.7831 -2.6339
C -1.5681 0.9224 -1.1913
H -0.5823 1.6346 -2.9457
H -2.1299 0.7754 -3.2320
H -0.6721 -0.1587 -2.8214
O -2.7338 0.8403 -0.7741
Cl 1.3390 -1.2660 2.2403
Co 0.1171 -0.0834 0.8060
P -0.8188 -1.9889 0.2506
C -2.2881 -2.2323 -0.8182
C 0.3658 -3.1331 -0.5709
H 0.0394 -4.1644 -0.3795
H -2.1070 -3.6923 1.4288
H 1.3799 -3.0026 -0.1750
H -0.4618 -3.5011 2.1227
H -1.9834 -2.2572 -1.8717
H 0.3607 -2.9609 -1.6547
C -1.3331 -2.9712 1.7222
H -2.7646 -3.1867 -0.5545
H -1.7362 -2.3159 2.5015
H -2.9991 -1.4110 -0.6789
P 1.9887 0.3023 -0.3710
C 2.5375 2.0284 -0.6953
C 3.5637 -0.4391 0.2481
H 1.3690 -1.2765 -2.1367
H 2.9998 -0.5984 -2.3723
H 1.5600 0.3918 -2.7637
C 1.9679 -0.3613 -2.0776
H 3.4389 -1.5212 0.3586
H 4.3625 -0.2343 -0.4744
H 3.6036 2.0326 -0.9583
H 2.3730 2.6775 0.1713
H 3.8351 -0.0150 1.2209
H 1.9524 2.4280 -1.5330
C -0.4787 1.4052 -0.2500
O -0.2724 2.6048 -0.1240
C -2.9689 2.9668 1.5008
Si -2.5043 1.4775 2.5411
C -2.8904 2.0514 4.3123
C -3.6206 0.0220 2.1599
C -0.7075 0.8399 2.4068
Si 0.5401 2.0200 3.2688
C 0.4096 1.6959 5.1247
C 2.3837 1.8693 2.9298
C 0.1275 3.8252 2.9123
H -3.9019 3.3850 1.9085
H -3.1537 2.6499 0.4644
H -2.2119 3.7573 1.4881
H -3.9877 2.1151 4.3911
H -2.5382 1.3478 5.0774
H -2.4810 3.0446 4.5491
H -3.7581 -0.0774 1.0749
H -3.2312 -0.9270 2.5490
H -4.6067 0.2037 2.6136
H -0.7089 -0.0810 3.0353
H 1.4139 1.7730 5.5653
H -0.2423 2.4231 5.6277
H 0.0278 0.6838 5.3224
H 2.6739 2.0446 1.8871
H 2.8845 2.6399 3.5399
H 2.7703 0.8884 3.2337
H 0.1020 4.0082 1.8292
H -0.8244 4.1590 3.3450
H 0.9332 4.4374 3.3462
*
```

The gap between HOMO and LUMO (alpha / beta) is 0.26274 / 0.19850 hartree. The relative energy (zero: lowest compared OMol25 entry of this formula, charge and spin) comes out at 0.0 kcal/mol. The calculation puts the HOMO energy (alpha / beta) at -15.644 / -15.888 eV.

---

Entry 3:
This record from the Open Molecules 2025 dataset describes 3 unconnected molecules or ions with the total composition C16H40ClN4O5. The level of theory is the ωB97M-V functional and the def2-TZVPD basis.

```
! wB97M-V def2-TZVPD RIJCOSX def2/J DEFGRID3
* xyz 1 1
O 2.6075 -2.2257 -3.5556
C 2.0514 -1.4767 -4.5538
C 2.1965 0.0323 -4.4575
N 1.3625 0.6777 -3.4739
C -0.0174 0.2674 -3.3662
C -0.1736 -1.2401 -3.3893
Cl -1.8483 -1.7391 -3.4427
N 0.5270 -1.7629 -4.6015
H 2.6400 -1.7798 -2.6830
H 2.4319 -1.8416 -5.5046
H 2.0257 0.4739 -5.4433
H 3.2425 0.2051 -4.2135
H 1.8104 0.7527 -2.5734
H -0.6127 0.6832 -4.1876
H -0.4393 0.6507 -2.4428
H 0.2997 -1.7174 -2.5434
H 0.1146 -1.3005 -5.4159
H 0.3721 -2.7673 -4.7019
C -4.5081 -0.3539 2.7446
O -4.7264 0.4462 1.6004
C -4.9139 1.8304 1.8695
C -3.7953 2.6396 1.2637
N -2.5343 2.3514 1.9261
C -1.3560 2.9362 1.3097
C -1.0119 2.5108 -0.1087
O -0.6438 1.1386 -0.2191
C -1.7111 0.2291 -0.4053
H -4.4990 -1.3898 2.4120
H -3.5562 -0.1297 3.2410
H -5.3106 -0.2291 3.4773
H -4.9622 1.9977 2.9492
H -5.8637 2.1427 1.4283
H -4.0214 3.7038 1.3774
H -3.7837 2.4217 0.1844
H -2.4193 1.3480 1.9961
H -0.4965 2.7084 1.9451
H -1.4692 4.0250 1.3085
H -0.1434 3.0870 -0.4344
H -1.8293 2.7208 -0.8088
H -2.5134 0.6568 -1.0143
H -2.1454 -0.1433 0.5253
H -1.2966 -0.6292 -0.9326
C 1.4447 -2.5179 4.1235
O 0.8669 -1.4275 3.4327
C 1.4715 -0.1668 3.6983
C 2.0765 0.3942 2.4363
N 3.2024 -0.4185 1.9949
C 3.7284 -0.0862 0.6849
C 2.7875 -0.2225 -0.5050
O 2.4162 -1.5703 -0.8261
C 1.3871 -2.1184 -0.0045
H 0.8227 -3.3877 3.9235
H 2.4703 -2.7278 3.7967
H 1.4631 -2.3412 5.2023
H 2.2330 -0.2720 4.4761
H 0.7005 0.5188 4.0594
H 2.4283 1.4126 2.6258
H 1.2648 0.4615 1.6965
H 2.9430 -1.3946 2.0285
H 4.6091 -0.7032 0.4934
H 4.0670 0.9545 0.7055
H 3.3180 0.1604 -1.3838
H 1.8773 0.3745 -0.3602
H 0.6585 -1.3545 0.2698
H 1.7840 -2.5592 0.9082
H 0.8996 -2.9195 -0.5619
*
```

The gap between HOMO and LUMO is 0.29982 hartree. The relative energy (zero: lowest compared OMol25 entry of this formula, charge and spin) comes out at 2.8 kcal/mol. The calculation puts the HOMO energy at -10.920 eV.

---

Entry 4:
This record from the Open Molecules 2025 dataset describes a molecular structure, C16H40CrO13S5 at a distorted geometry. The level of theory is the ωB97M-V functional and the def2-TZVPD basis.

```
! wB97M-V def2-TZVPD RIJCOSX def2/J DEFGRID3
* xyz 1 4
Cr 34.1173 3.9254 14.6451
O 34.1709 1.0551 17.2370
C 34.0590 2.0009 16.3490
O 34.1429 1.7930 15.1151
O 33.8647 3.2251 16.6825
H 34.0873 1.4970 18.1062
O 37.8503 3.7793 13.6779
C 36.6152 3.8220 14.0108
O 36.2148 4.2369 15.1440
O 35.6749 3.3977 13.2655
H 38.3321 4.1218 14.4760
C 37.5584 4.1832 18.0071
S 37.6572 4.9054 19.6703
O 37.2529 6.3369 19.5157
C 36.1734 4.0851 20.2845
H 38.1909 4.6975 17.2828
H 36.5183 4.2800 17.6933
H 37.8554 3.1369 17.9894
H 35.3646 4.1970 19.5722
H 35.9589 4.5583 21.2462
H 36.3762 3.0522 20.5815
C 39.9753 4.0984 9.5812
S 40.6403 5.7048 10.0369
O 39.9512 6.6537 9.1155
C 39.8037 5.8408 11.6114
H 38.8887 4.1292 9.7027
H 40.3825 3.3138 10.2220
H 40.1570 3.8541 8.5394
H 38.7445 5.5886 11.5289
H 39.8584 6.8759 11.9494
H 40.2431 5.2648 12.4288
C 32.4377 5.1802 11.0325
S 33.8111 5.9894 11.8330
O 33.9278 5.3582 13.2069
C 35.1517 5.2742 10.8758
H 32.4188 5.4060 9.9700
H 31.5411 5.5181 11.5542
H 32.4416 4.0953 11.1725
H 36.1122 5.6769 11.1679
H 34.9251 5.4139 9.8163
H 35.1347 4.1915 11.0213
C 40.0169 8.3530 14.6724
S 38.9149 7.2528 15.5999
O 39.0800 5.8152 15.2323
C 39.8092 7.4452 17.1689
H 39.7051 9.3455 14.9892
H 39.8401 8.2724 13.6003
H 41.0554 8.0866 14.8543
H 40.6387 6.7387 17.0904
H 39.1056 7.1076 17.9272
H 40.2069 8.4420 17.3181
C 34.0537 8.3098 15.3629
S 33.4685 6.9231 16.3339
O 34.1438 5.7236 15.7152
C 34.3920 7.2751 17.8123
H 35.1423 8.3705 15.3751
H 33.7247 9.2324 15.8520
H 33.6126 8.2492 14.3759
H 34.1772 8.3136 18.0876
H 35.4708 7.1625 17.7151
H 34.0504 6.6675 18.6469
O 41.4298 1.1574 16.3389
C 40.6800 2.0577 16.4840
O 39.3542 1.9492 16.3681
C 38.8066 0.6426 16.0531
C 37.3576 0.6180 16.4749
C 41.1263 3.4751 16.7876
H 39.3891 -0.1354 16.5432
H 38.8856 0.5077 14.9722
H 36.7408 1.2911 15.8717
H 37.2164 0.8830 17.5237
H 36.9310 -0.3766 16.3311
H 40.6670 4.1315 16.0431
H 42.1959 3.5400 16.6508
H 40.7437 3.7374 17.7725
*
```

The gap between HOMO and LUMO (alpha / beta) is 0.21452 / 0.28494 hartree. The calculation puts the HOMO energy (alpha / beta) at -10.823 / -10.823 eV.

---

Entry 5:
This record from the Open Molecules 2025 dataset describes a molecular structure, C16H40O20SV4 at a distorted geometry. The level of theory is the ωB97M-V functional and the def2-TZVPD basis.

```
! wB97M-V def2-TZVPD RIJCOSX def2/J DEFGRID3
* xyz 2 1
O -2.1840 0.5022 -2.0209
V -1.8957 1.3009 -0.6195
O -2.2146 2.8284 -0.8296
O 2.0722 -4.2397 -0.1470
V 1.1641 -3.8157 -1.4129
O 1.7295 -4.4982 -2.7674
O -3.0052 -2.2004 3.0751
V -2.2710 -3.4342 2.2831
O -1.2594 -4.1222 3.2723
O 3.8589 -1.9029 1.5058
V 3.1322 -0.6192 2.1090
O 3.5405 0.5910 1.1761
S -0.0472 -1.3370 0.6582
O 0.3081 -2.1406 -0.4935
O 1.1448 -0.8680 1.3906
O -0.7899 -0.2008 0.1960
O -0.9189 -2.1534 1.4806
C -3.0109 2.8215 -4.2519
O -1.7963 3.0681 -3.6044
C -0.6614 2.4122 -4.1211
C 0.5509 2.5537 -3.1885
O 0.2671 2.0079 -1.9113
C 1.2758 2.0950 -0.9523
H -3.3505 1.7874 -4.1950
H -2.8979 2.9981 -5.3215
H -3.8456 3.4409 -3.9234
H -0.3994 2.7804 -5.1129
H -0.8088 1.3408 -4.2575
H 0.9658 3.5453 -3.0080
H 1.3470 2.0164 -3.7037
H 1.1019 1.4838 -0.0667
H 1.4071 3.1225 -0.6129
H 2.2210 1.7536 -1.3743
C -1.0234 -2.2184 -3.4669
O 0.3902 -2.3376 -3.2722
C 1.0029 -1.0910 -3.2032
C 2.4812 -1.1875 -3.0351
O 2.8310 -2.0862 -2.0306
C 4.2590 -2.2366 -1.8120
H -1.3112 -1.5284 -4.2602
H -1.5275 -1.9456 -2.5397
H -1.3674 -3.2393 -3.6326
H 0.4425 -0.4965 -2.4817
H 0.8220 -0.4426 -4.0605
H 2.8204 -0.1972 -2.7313
H 2.9642 -1.5500 -3.9426
H 4.7464 -2.5526 -2.7344
H 4.3067 -3.0665 -1.1070
H 4.6603 -1.2795 -1.4789
C 1.8054 -3.1287 3.6234
O 2.3004 -1.8235 3.9300
C 1.3284 -1.1411 4.6239
C 1.7800 0.3338 4.8332
O 2.1702 0.7883 3.5678
C 2.4506 2.1666 3.6773
H 0.9358 -3.0375 2.9725
H 1.4407 -3.7415 4.4477
H 2.5140 -3.7037 3.0272
H 1.0469 -1.5906 5.5762
H 0.4469 -0.9965 3.9993
H 2.6108 0.4729 5.5249
H 0.9346 0.9086 5.2113
H 3.3338 2.4022 4.2710
H 1.7140 2.8054 4.1646
H 2.6760 2.6236 2.7137
C -0.6688 2.0744 2.1610
O -1.9463 1.9335 1.5113
C -2.8076 1.0628 2.2618
C -4.1388 0.9686 1.4968
O -3.8539 0.8080 0.0766
C -5.0779 1.0304 -0.6595
H -0.2125 1.1007 2.3395
H -0.7701 2.6559 3.0773
H -0.0704 2.5710 1.3972
H -2.9681 1.5019 3.2464
H -2.3901 0.0887 2.5164
H -4.7616 1.8461 1.6706
H -4.7601 0.1497 1.8594
H -5.4325 2.0470 -0.4895
H -5.8705 0.3512 -0.3457
H -4.9868 1.0096 -1.7455
*
```

The gap between HOMO and LUMO is 0.17702 hartree. The relative energy (zero: lowest compared OMol25 entry of this formula, charge and spin) comes out at 116.5 kcal/mol. The calculation puts the HOMO energy at -13.509 eV.

---

Entry 6:
This record from the Open Molecules 2025 dataset describes 6 unconnected molecules or ions with the total composition C16H42B2F5O8PS5 at a distorted geometry. The level of theory is the ωB97M-V functional and the def2-TZVPD basis.

```
! wB97M-V def2-TZVPD RIJCOSX def2/J DEFGRID3
* xyz 0 1
C -1.3446 -4.4118 2.5969
O -2.7356 -4.3181 2.1543
B -3.1226 -3.1345 1.5301
O -2.8223 -2.8205 0.2725
B -4.1013 -2.0692 2.3857
C -5.3361 -2.6023 3.1930
C -6.5835 -2.0092 2.5083
C -7.7982 -2.8922 2.7071
C -8.9472 -2.5921 1.7722
F -8.5410 -2.0176 0.6198
F -9.5770 -3.7448 1.4441
C -9.9987 -1.6570 2.3796
F -10.4342 -2.1055 3.5565
F -11.0494 -1.5178 1.5638
F -9.4460 -0.4418 2.5655
P -3.8705 -0.1267 2.4581
O -2.5800 0.5481 2.0321
H -0.8191 -5.1028 1.9652
H -1.3648 -4.7507 3.6166
H -0.8725 -3.4533 2.5535
H -2.0556 -3.3071 -0.0631
H -5.3768 -3.6782 3.1967
H -5.2619 -2.2293 4.2070
H -6.7355 -1.0043 2.8736
H -6.3801 -1.9429 1.4464
H -7.5051 -3.9104 2.5181
H -8.1153 -2.8148 3.7351
H -4.9479 0.3413 1.6642
H -4.2655 0.2513 3.7645
C 0.8081 -2.6608 -3.4381
S 1.5542 -2.2450 -1.8523
O 0.4594 -2.2592 -0.8396
C 1.8788 -0.5704 -2.2315
H 0.4843 -3.6993 -3.3988
H -0.0492 -2.0130 -3.6198
H 1.5526 -2.5379 -4.2241
H 0.9484 -0.0662 -2.4870
H 2.5802 -0.5086 -3.0591
H 2.3178 -0.1050 -1.3527
C 5.2876 -4.1333 2.3496
S 4.1693 -3.6708 1.0206
O 2.9060 -3.2249 1.6560
C 3.8950 -5.3416 0.4206
H 5.5522 -3.2272 2.8897
H 4.7876 -4.8308 3.0216
H 6.1861 -4.5838 1.9277
H 3.4899 -5.9566 1.2243
H 4.8357 -5.7554 0.0571
H 3.1798 -5.2850 -0.3964
C 1.9148 3.8919 -4.6909
S 3.3608 3.0307 -4.0612
O 2.8564 1.8313 -3.4056
C 3.7035 4.1829 -2.7471
H 1.4973 3.2970 -5.5006
H 1.1790 4.0001 -3.8932
H 2.2152 4.8681 -5.0711
H 2.8422 4.2464 -2.0696
H 3.9273 5.1555 -3.1826
H 4.5681 3.8195 -2.2003
C 6.9708 6.3141 -1.7870
S 7.4605 5.7835 -3.4329
O 6.6279 4.6007 -3.7704
C 9.0769 5.1638 -2.9556
H 5.9556 6.7001 -1.8485
H 7.0003 5.4648 -1.1044
H 7.6410 7.1031 -1.4467
H 8.9613 4.3930 -2.1938
H 9.6839 5.9874 -2.5800
H 9.5442 4.7394 -3.8412
C -0.4794 2.4532 0.7238
S 0.4677 3.7833 -0.0971
O 1.8708 3.7394 0.4006
C -0.3593 5.1161 0.7796
H -0.1452 1.4672 0.4096
H -0.3340 2.5496 1.7984
H -1.5297 2.5637 0.4593
H -0.2226 4.9852 1.8529
H -1.4192 5.1112 0.5255
H 0.0889 6.0554 0.4625
*
```

The gap between HOMO and LUMO is 0.28933 hartree. The calculation puts the HOMO energy at -8.357 eV.

---

Calculated DFT total energy in order - -57086.42830; -105801.08055; -45952.51234; -126448.81035; -171757.33311; -112056.00242 eV